<w>
12
Properties=species:S:1:pos:R:3:nbo_charge:R:1 method="wB97M-V/def2-TZVPD" homo_ev=-8.8 orbital_gap_ha=0.354 smiles=CO.CS molar_mass_g_mol=80.15
H -0.819 -0.679 -0.200 0.121
C -0.711 2.078 -0.124 -0.262
H 1.229 0.234 0.307 0.231
O -0.740 1.524 1.216 -0.748
H 0.052 2.849 -0.268 0.169
C 1.468 -0.771 -0.033 -0.742
H -1.696 2.442 -0.392 0.180
H -0.619 2.215 1.898 0.470
H -0.299 1.195 -0.598 0.190
H 2.306 -0.795 -0.715 0.220
H 1.734 -1.219 0.930 0.217
S -0.029 -1.636 -0.608 -0.046

=====

<x>
12
Properties=species:S:1:pos:R:3:nbo_charge:R:1 method="wB97M-V/def2-TZVPD" homo_ev=-8.7 orbital_gap_ha=0.341 smiles=CSC.O molar_mass_g_mol=80.15
O 1.903 -1.218 -3.024 -0.938
H 0.130 -1.644 0.905 0.219
H 0.696 0.074 1.466 0.222
S -1.710 0.075 1.194 0.189
H 2.028 -1.466 -2.105 0.469
H 1.046 -0.786 -3.079 0.470
H -0.205 -1.053 2.664 0.233
C -0.109 -0.774 1.576 -0.745
H -0.738 2.325 0.849 0.212
H -1.777 1.886 -0.424 0.234
C -1.073 1.444 0.276 -0.776
H -0.192 1.137 -0.297 0.212

=====

Tell me which of them is the least stable. Sure, it is <w>.

=====

<w>
20
Properties=species:S:1:pos:R:3:nbo_charge:R:1 method="wB97M-V/def2-TZVPD" homo_ev="-14.6 / -14.6" orbital_gap_ha="0.336 / 0.336" charge=+1 molar_mass_g_mol=147.22
H 0.869 -0.205 -2.147 0.230
O 2.873 -1.722 0.494 -0.133
C 0.470 1.162 0.587 -0.244
C 0.951 -0.616 -1.222 -0.246
H -1.420 0.966 1.746 0.255
H -1.865 0.344 -0.576 0.212
S 2.939 0.791 -0.452 0.466
N 1.337 0.268 -0.084 -0.397
H -0.234 -2.022 -0.088 0.215
H 1.139 1.670 1.473 0.225
C -0.418 -1.199 -0.734 -0.418
H 1.624 -1.421 -1.317 0.229
H 3.333 1.243 0.792 0.172
N 2.573 -0.717 0.920 0.317
H 0.008 1.906 0.038 0.230
H -0.739 -1.797 -1.512 0.243
C -1.423 -0.342 0.019 -0.424
H -0.085 -0.511 1.755 0.193
C -0.722 0.319 1.147 -0.373
H -2.252 -0.878 0.531 0.249

=====

<x>
20
Properties=species:S:1:pos:R:3:nbo_charge:R:1 method="wB97M-V/def2-TZVPD" homo_ev="-13.3 / -13.3" orbital_gap_ha="0.328 / 0.328" charge=+1 molar_mass_g_mol=147.22
H -2.121 -0.575 -0.563 0.263
C 0.645 -0.199 2.606 -0.454
N 0.295 -0.537 1.233 -0.395
H 1.514 0.985 -0.322 0.248
H 1.272 -0.619 -2.236 0.235
N -0.346 0.289 -1.280 -0.387
C 0.507 -0.013 -2.531 -0.409
H -0.977 -1.722 -1.352 0.260
O -1.185 -2.232 1.331 -0.547
H 0.061 0.715 2.725 0.190
H 0.807 0.829 -3.250 0.276
H -1.076 0.942 -1.526 0.446
C -1.066 -0.845 -0.728 -0.341
C -0.724 -1.265 0.757 0.634
H 1.655 -0.028 2.997 0.240
S -0.274 2.441 0.404 0.117
H 0.483 2.515 1.530 0.192
H -0.092 -0.785 -2.950 0.235
H 0.206 -0.874 3.332 0.266
C 0.415 0.979 -0.175 -0.068

=====

Tell me which of them is the least stable. Sure, it is <w>.

=====

<w>
24
Properties=species:S:1:pos:R:3:nbo_charge:R:1 method="wB97M-V/def2-TZVPD" homo_ev=-9.6 orbital_gap_ha=0.354 smiles="O=c1cc[nH]c(=O)[nH]1.O=c1cc[nH]c(=O)[nH]1" molar_mass_g_mol=224.18
H 1.101 -3.987 -0.446 0.441
H 2.384 -0.707 -2.935 0.239
N -0.348 -1.128 -1.053 -0.610
H -2.584 3.108 0.692 0.463
C 1.746 -1.252 -2.052 -0.406
H 0.429 0.451 -2.265 0.253
C 2.027 -2.583 -1.628 0.634
C -0.139 2.231 2.736 -0.422
O -1.288 -3.245 -0.538 -0.601
O 2.968 -3.246 -1.811 -0.545
C -1.414 2.665 2.377 0.610
N 0.923 -3.100 -0.962 -0.644
N -1.597 2.684 0.982 -0.613
H 0.847 1.283 -0.201 0.451
H -1.201 -0.716 -0.998 0.413
C -0.767 2.109 0.168 0.765
O -0.884 2.211 -1.064 -0.664
H 1.574 1.090 2.371 0.235
O -2.384 2.924 3.148 -0.593
C 0.606 -0.574 -1.895 0.043
N 0.399 1.417 0.690 -0.587
H 0.014 2.364 3.898 0.254
C -0.306 -2.571 -0.913 0.779
C 0.663 1.451 1.941 0.106

=====

<x>
24
Properties=species:S:1:pos:R:3:nbo_charge:R:1 method="wB97M-V/def2-TZVPD" homo_ev=-9.3 orbital_gap_ha=0.352 smiles="O=c1cc[nH]c(=O)[nH]1.O=c1cc[nH]c(=O)[nH]1" molar_mass_g_mol=224.18
O -1.726 0.041 -0.101 -0.648
O 1.759 -0.061 0.405 -0.640
C -0.378 3.098 1.108 0.083
H 3.406 -4.013 -1.543 0.226
H -1.438 4.860 1.740 0.248
N 0.602 -1.613 -0.788 -0.648
C -1.624 1.166 0.330 0.789
H 4.010 -1.850 -0.485 0.246
H 0.699 3.388 1.201 0.225
C -1.502 3.860 1.327 -0.391
N -2.757 1.863 0.648 -0.636
C 2.963 -2.073 -0.588 -0.426
C 0.276 -2.886 -1.228 0.783
H 0.327 1.082 0.922 0.469
O -3.777 3.857 1.128 -0.567
O -0.859 -3.203 -1.635 -0.590
H -3.601 1.585 0.179 0.426
H 1.129 -4.761 -1.456 0.442
C 2.642 -3.308 -1.020 0.089
N 1.439 -3.753 -1.259 -0.613
H -0.179 -1.115 -0.500 0.451
N -0.469 1.755 0.726 -0.637
C -2.776 3.223 1.102 0.637
C 1.831 -1.140 -0.213 0.684

=====

Tell me which of them is the least stable. Sure, it is <w>.